(1)
18
Properties=species:S:1:pos:R:3:forces:R:3 method="wB97M-V/def2-TZVPD" e_homo_ev="0.3 / 0.3" total_charge=-2 multiplicity=2 s_squared=0.75 relative_energy_kcal_mol=4.7
H -2.31614 1.69503 0.06527 0.01 -0.25 -0.01
C -0.82048 0.21318 -0.41681 -1.04 -0.66 0.26
H 1.74635 0.94926 0.42454 -0.10 0.28 0.46
H 2.14809 -2.64456 1.36626 -0.10 0.00 -0.19
N 0.15477 1.14905 -0.86872 -0.12 0.59 0.02
H -0.84684 -0.68216 -1.06281 0.39 0.04 -0.04
C 1.52575 0.81587 -0.63740 0.53 0.44 -0.27
H -1.49712 -0.78948 1.32902 -0.02 0.11 0.25
O 1.93348 -0.42045 -1.02389 0.28 -1.47 -0.84
H -2.20934 1.25044 -1.60428 -0.28 -0.17 -0.06
H 2.13001 -1.02905 -0.23147 -0.20 -0.32 0.48
C -2.24745 0.81178 -0.59877 0.80 0.85 0.14
H 0.26866 -1.01891 1.02530 -0.24 0.22 0.14
H 2.17268 1.50892 -1.20630 -0.40 0.48 0.17
O 2.36694 -1.74772 1.10076 0.44 0.08 0.13
S -3.65814 -0.28925 -0.34173 -0.18 -0.15 -0.09
C -0.57176 -0.30698 1.02041 0.54 0.01 -0.71
H -0.27947 0.53503 1.66062 -0.32 -0.09 0.14


(2)
54
Properties=species:S:1:pos:R:3:forces:R:3 method="wB97M-V/def2-TZVPD" e_homo_ev=-10.1 total_charge=0 multiplicity=1 relative_energy_kcal_mol=0.0 smiles="O=S1(=O)O[C@@H](CCF)[C@H](CCCF)O1.CCOC(C)=O.CCOC(C)=O"
C -0.88326 1.63470 -0.67700 0.01 0.01 -0.02
H -1.83779 1.63459 -1.20189 0.00 -0.03 -0.07
H 1.85159 -4.17933 0.84476 0.00 -0.02 0.01
H -5.76862 4.60674 -2.17123 -0.01 0.03 0.00
C 1.07821 -4.46080 4.06015 0.01 0.01 0.00
F 3.76525 2.09020 -0.62318 -0.08 0.11 0.05
H 3.02134 -5.16484 4.63450 0.00 0.00 0.00
H 4.85739 -1.01481 -0.48286 -0.03 0.01 0.02
O 1.72320 0.59430 -2.80764 -0.03 -0.08 -0.09
C 2.58850 -4.37133 4.02423 0.00 0.02 -0.01
H -5.95555 3.14512 1.40120 0.00 0.01 0.00
H 0.71549 -5.41799 3.68438 0.00 0.01 0.00
H 0.71248 -4.35378 5.07960 0.01 0.00 0.00
O 0.45536 -3.37716 3.35563 -0.04 -0.04 -0.02
H -3.43537 4.43337 0.20974 0.00 -0.01 0.00
H 3.72218 -0.17780 0.57250 0.00 0.00 -0.03
H 5.57552 1.24727 -0.43511 0.01 -0.01 0.00
H 1.80598 0.99884 -0.83927 -0.02 -0.03 0.00
H -0.11687 2.04536 -1.33826 0.03 -0.03 0.02
C -4.39773 3.03162 -1.83482 0.34 0.01 -0.05
H -5.22442 4.65990 1.95038 0.00 0.00 0.01
H -0.02006 0.36744 0.81648 0.06 0.07 -0.05
O 3.41901 -1.01796 -2.64269 -0.04 -0.03 0.13
C -4.68530 4.48115 -2.14471 -0.09 -0.02 -0.01
C -5.38164 4.01587 1.08427 -0.02 -0.04 -0.03
H 0.51457 -1.53717 -0.64923 -0.07 0.01 0.04
H -4.29863 4.68987 -3.13838 -0.02 -0.02 0.00
H 2.91774 -3.41173 4.42206 0.00 0.00 0.00
O 1.40602 -1.57063 -3.93457 0.02 -0.03 -0.06
H 0.97137 -5.44550 1.69850 -0.01 0.00 0.00
H -5.97270 4.56835 0.35344 0.01 0.01 0.00
H -1.45043 -0.29378 0.06467 0.07 -0.03 0.09
C 2.90725 -0.81952 -1.30054 -0.02 0.01 -0.18
O -4.18301 2.64980 -0.55937 -0.04 0.00 0.00
C -4.04519 3.58486 0.52089 0.02 0.01 0.03
C -0.53238 0.25656 -0.14257 -0.10 0.02 -0.03
H 2.97476 -4.47624 3.01033 0.00 -0.01 0.01
O -0.30960 -2.45964 1.51958 0.08 -0.03 0.03
O -4.34078 2.19603 -2.69615 -0.13 0.02 0.04
C 1.65659 0.10659 -1.44300 0.17 -0.02 0.27
H -4.27507 5.18949 -1.43134 -0.01 -0.01 -0.01
C 0.28062 -3.37962 2.02022 -0.01 0.03 0.01
H -3.46535 3.04024 1.26163 -0.01 0.00 0.03
C 4.05240 -0.27442 -0.46627 0.02 -0.04 0.05
H 0.23201 -4.61901 0.30923 0.01 0.01 0.00
H 2.59661 -1.79277 -0.91836 0.01 0.01 -0.02
C 4.62919 1.04333 -0.93598 0.03 -0.05 -0.07
C 0.32664 -0.56407 -1.10251 -0.12 -0.01 -0.14
C 0.86358 -4.49519 1.18475 -0.02 0.00 -0.01
O 3.04956 0.07073 -4.79460 -0.06 -0.03 -0.06
S 2.35704 -0.53508 -3.72000 0.01 0.14 0.11
F -1.00786 2.53557 0.39090 -0.08 0.03 0.04
H -0.22069 -0.76351 -2.02642 0.08 0.04 -0.03
H 4.78079 1.05581 -2.01605 0.01 -0.02 0.00


(3)
24
Properties=species:S:1:pos:R:3:forces:R:3 method="wB97M-V/def2-TZVPD" e_homo_ev="-19.5 / -19.5" total_charge=+2 multiplicity=2 s_squared=0.75 relative_energy_kcal_mol=39.9
H 2.13741 -1.31123 -2.97780 0.19 0.13 -0.36
H -2.19837 1.16776 2.41906 0.14 -0.11 -0.05
C -0.52408 1.15189 0.54416 0.93 0.39 -1.69
C -1.90589 0.55450 0.45457 0.39 -0.92 0.52
H 2.13241 0.76418 -0.97633 0.11 0.10 0.06
H -2.62403 1.11616 -0.12708 0.03 0.25 -0.07
H 1.39651 0.97663 1.49024 0.07 -0.01 0.04
H -0.17918 1.25579 -0.49910 -0.41 -0.11 -0.12
H 2.93236 -0.79301 -0.93481 0.38 0.32 0.04
H 0.26867 -0.22621 2.07244 0.02 0.22 0.18
C 1.45350 -0.63539 -2.37992 -0.88 0.89 1.03
N -2.50688 0.36812 1.84582 0.42 1.92 0.14
H 0.42502 -1.56410 0.06652 0.02 0.05 -0.10
H 1.92418 -1.30808 0.86566 0.10 -0.33 0.27
C 1.18688 -0.79604 0.26811 -0.16 0.41 -0.23
H -2.15273 -0.44565 2.34632 -0.65 -0.36 -0.10
H -3.51900 0.52865 1.83204 -0.09 -1.05 0.11
C 1.95592 -0.31387 -0.98655 0.04 -0.84 0.00
H -0.52136 2.22077 0.76767 -0.16 -0.16 0.93
H 1.39585 0.26479 -3.02803 0.50 -0.08 -0.58
H -1.82003 -0.45044 0.03989 -0.34 0.00 -0.04
H -0.08950 -1.64607 -1.73517 0.01 0.14 0.00
C 0.59924 0.30686 1.17630 -0.46 -0.15 0.09
O 0.23308 -1.18600 -2.54401 -0.20 -0.71 -0.07


(4)
65
Properties=species:S:1:pos:R:3:forces:R:3 method="wB97M-V/def2-TZVPD" e_homo_ev=-8.5 total_charge=0 multiplicity=1 relative_energy_kcal_mol=12.9 smiles="COCCCCC(=O)N[C@H]1CC[C@@H](N(C)C(=O)c2cnc3n2CC[C@@H](C)C3)CC1"
H 3.02444 1.61329 2.23989 -0.01 0.00 -0.01
H -0.26463 -1.47650 -0.34388 -0.01 -0.01 0.00
H -0.12256 4.10890 -0.51230 0.00 0.00 0.00
H -1.59916 0.62016 -0.47039 0.00 -0.01 -0.01
C -0.53609 0.66656 -0.21856 0.00 0.03 0.01
H 3.12748 0.53560 4.45642 -0.01 -0.01 -0.01
H 1.07917 -4.25260 10.55053 0.00 0.00 0.00
H -0.58984 -1.76746 10.01202 0.00 -0.01 -0.01
H -1.81890 -3.21227 8.34580 0.00 0.01 0.00
C 3.64675 -2.39924 8.07239 0.01 0.01 -0.01
H -1.35491 -4.55178 11.01658 0.00 0.00 0.00
H -0.24563 5.18625 1.64220 0.00 0.00 -0.01
C -1.42002 -3.46086 11.02796 -0.01 0.00 0.00
H -0.49522 0.67661 0.87367 0.01 -0.02 0.00
H -0.26648 -1.58916 7.43705 0.00 0.00 0.00
H 0.01008 -3.08904 6.57767 -0.01 -0.01 0.01
H 3.93771 0.38524 0.24075 -0.01 -0.01 0.00
C 0.07350 -2.61835 7.55657 0.02 0.01 0.02
H -2.45415 -3.18367 10.81801 0.00 0.00 0.00
H 5.24556 -3.38194 4.79612 0.00 0.00 -0.01
C -0.46981 -2.85780 10.00438 0.01 0.02 0.01
H -0.56384 -4.42895 8.54117 0.01 0.01 0.00
O 2.46403 -0.83914 -1.43081 -0.01 -0.06 -0.02
C 2.58892 -2.33360 7.20268 0.01 0.00 0.00
C -0.62691 4.23873 2.04047 0.00 0.00 0.01
C 3.57524 0.67548 2.35067 -0.02 0.00 -0.01
C 3.85723 -1.37852 3.75278 -0.28 -0.19 -0.17
N 2.05834 -0.32449 0.72822 0.00 0.03 0.00
C -0.50754 3.18952 -0.05220 0.00 -0.01 0.00
H 4.91957 -1.10361 3.81329 0.02 0.01 0.00
N 3.22376 -2.69653 9.33216 -0.02 -0.01 -0.02
C 3.68144 -2.23856 2.49412 0.05 -0.02 -0.02
N 3.58699 -2.11478 5.00756 -0.27 -0.13 -0.15
H 4.62618 0.94046 2.49684 0.00 -0.01 0.01
C 0.05644 1.96921 -0.74724 0.00 -0.01 0.00
H -0.12245 2.05274 -1.82256 -0.01 0.00 0.00
C 1.91412 -2.81682 9.23678 -0.01 0.01 0.01
O -0.13136 3.14115 1.31066 0.01 0.00 0.00
H 5.24042 -1.30554 1.33652 0.00 -0.01 0.01
H -0.29449 4.12731 3.07034 0.00 0.00 0.00
C 3.46543 -0.14644 1.07037 0.01 -0.01 0.00
C 1.66414 -0.59602 -0.54316 0.01 0.11 0.06
H 1.30454 -2.66157 11.25200 0.01 -0.01 0.00
H 1.36876 0.01683 1.37688 -0.01 -0.03 0.00
H 4.10913 -3.85822 6.05672 0.01 0.01 0.00
O 1.49007 -1.26046 5.44656 -0.01 -0.01 0.00
C 0.98456 -3.17992 10.34725 0.00 0.00 -0.01
H 3.70113 -4.13512 4.36467 -0.01 0.02 0.00
H -1.17820 -3.12302 12.03694 0.00 0.00 0.00
H 0.03126 -0.63680 -1.86118 -0.01 0.01 0.00
N 1.47418 -2.60083 7.97488 -0.02 0.00 0.00
H 4.68706 -2.22541 7.84663 0.00 0.00 0.01
H 1.14132 1.97196 -0.60710 0.00 0.00 -0.01
H -1.72261 4.26844 2.01981 0.00 0.00 0.00
C -0.76419 -3.35269 8.59072 0.00 -0.03 -0.01
C 2.48732 -1.87105 5.80164 -0.01 -0.02 0.03
C 0.16276 -0.57068 -0.78135 0.04 -0.02 -0.01
H 2.62572 -2.50861 2.38925 -0.02 0.02 0.01
H 4.01633 -2.09922 0.35914 -0.01 0.01 -0.01
H -1.60433 3.21232 -0.13385 0.00 0.00 0.00
C 4.16432 -1.49186 1.25202 0.00 0.00 0.01
H 4.24554 -3.16792 2.57071 -0.01 0.01 -0.01
C 4.18750 -3.44515 5.05824 0.29 0.11 0.17
C 3.05377 -0.09195 3.56604 0.29 0.22 0.18
H 1.99900 -0.32907 3.45311 0.00 -0.01 -0.01


(5)
17
Properties=species:S:1:pos:R:3:forces:R:3 method="wB97M-V/def2-TZVPD" e_homo_ev=-9.0 total_charge=0 multiplicity=1 relative_energy_kcal_mol=49.3 smiles=CCN1C[C@H]1C
C 0.51354 -1.31925 0.71596 0.04 -0.09 0.23
H 0.33133 0.78650 0.43840 0.89 0.10 0.21
H -2.10560 1.73745 -0.24228 -0.30 -0.27 0.02
H 1.99827 1.00368 -1.44436 0.05 -0.16 0.10
N -0.06135 -0.94435 -0.56863 -0.09 0.26 -0.06
H -2.08973 -1.21545 -0.34056 0.04 0.68 0.28
H -0.12121 -1.26903 1.60243 0.10 0.05 -0.15
C -1.72724 0.95292 0.41881 -0.44 -0.55 -0.38
H 1.17438 -2.18557 0.68125 -0.10 0.23 -0.03
C -1.40476 -0.36914 -0.53845 -0.30 0.63 0.36
H -1.01700 1.54154 1.05165 -0.01 -1.09 -0.68
C 2.18393 0.33893 -0.59155 0.16 -0.08 -0.02
H -2.49202 0.68750 1.14639 -0.32 -0.05 -0.23
H -1.60320 -0.07775 -1.58052 -0.05 0.18 0.40
C 0.88535 -0.04911 0.04407 0.30 0.24 0.08
H 2.76276 -0.52027 -0.93400 -0.03 0.04 0.00
H 2.77255 0.90137 0.14137 0.06 -0.12 -0.14


(6)
96
Properties=species:S:1:pos:R:3:forces:R:3 method="wB97M-V/def2-TZVPD" e_homo_ev=-4.7 total_charge=-1 multiplicity=1
O -1.38504 -5.16100 -3.94799 0.00 -0.01 0.01
H -3.42101 3.96081 3.53403 -0.02 0.02 -0.09
F -2.80395 -4.62275 -6.15940 -0.01 0.04 0.04
F 1.60116 -0.74481 -0.03983 0.08 -0.15 -0.08
H 2.93647 3.99943 -0.35096 0.11 -0.48 0.21
F -0.12876 10.88782 -6.40308 -0.04 -0.02 0.05
C -0.61262 10.38326 -5.26862 0.00 0.00 -0.01
H 7.30157 -5.96958 7.30815 -0.02 0.02 -0.04
C 9.11073 -6.55819 6.27817 -0.01 0.00 -0.08
O -1.75632 -3.04580 -3.23750 -0.01 -0.03 -0.01
H -1.05029 -4.20255 -1.66172 -0.03 -0.03 -0.10
H -2.09256 5.13125 1.63307 0.02 -0.09 -0.10
O -4.55465 5.19453 2.33286 -0.03 0.00 -0.10
H 1.65360 -4.39774 4.03772 -0.01 0.05 0.00
C 2.27184 -4.08552 3.19915 0.02 -0.12 0.05
H -0.18325 7.22789 -2.31051 -0.04 0.10 -0.03
C 2.40996 2.55334 3.42889 0.00 -0.01 -0.04
C -7.69853 -2.76304 -5.24091 -0.06 -0.07 0.08
O 2.58385 -3.16643 0.68033 -0.05 0.02 -0.05
O -7.49389 -2.24179 -2.08421 0.00 -0.02 0.00
C 7.65875 -6.75489 6.64668 0.02 0.00 0.11
H 0.88876 -3.81585 -3.19546 -0.01 -0.04 0.04
H -6.94908 -2.90396 -6.01992 0.00 0.01 0.01
Nb 1.24649 3.46928 0.18494 -2.42 1.53 -0.26
C -2.88527 -3.73203 -5.17306 0.00 -0.01 0.00
H 7.48729 -7.72156 7.11837 0.00 -0.02 -0.05
O 3.20787 4.71028 2.50597 -0.35 0.07 0.22
O 6.80739 -6.64961 5.47808 -0.01 -0.02 0.01
C -0.86933 -3.22082 -2.09888 0.10 -0.01 0.28
H -1.18609 -2.46247 -1.38806 -0.04 0.06 -0.09
F -10.79274 -1.41861 -2.17748 0.05 0.00 0.04
F 4.48203 -7.45294 3.99885 0.05 0.01 -0.04
Br 0.42335 5.93254 0.15660 0.14 -0.21 0.13
B 2.45042 3.58966 2.22939 0.81 -0.25 -0.56
F -4.14334 -3.75153 -4.69773 0.04 0.02 -0.03
O 1.62486 -2.89108 2.70317 -0.01 -0.02 -0.02
F -9.60380 -1.95529 -0.45097 0.00 0.05 -0.05
C -9.61732 -1.22743 -1.56353 0.00 0.00 0.01
H -0.33970 1.40806 1.29854 -0.16 0.08 -0.09
H -0.70468 3.69547 2.76765 -0.05 -0.06 -0.02
H 1.21040 -3.10422 -1.60856 0.00 0.01 0.00
F -0.17319 -1.56177 0.88049 -0.03 -0.13 0.01
H -4.07282 5.83765 1.80454 -0.01 0.00 0.05
O -0.15170 8.74839 -3.65557 -0.02 0.00 -0.03
F 1.20685 -0.37672 2.05346 0.04 -0.02 0.08
O -8.62402 -1.12193 -3.68956 0.02 0.02 0.00
C 1.13026 -1.26901 1.07347 -0.06 0.10 0.00
F -1.92434 10.14810 -5.44369 0.06 0.02 0.01
H 1.93548 1.60517 3.17899 0.01 0.08 0.05
H -1.25147 2.30630 0.08699 0.13 -0.02 0.03
H -1.85867 2.38600 2.73980 0.05 0.05 -0.06
C 1.89096 -2.56365 1.44829 -0.01 0.00 0.01
C 1.86889 7.72451 -2.72681 0.06 0.16 -0.06
H 3.70407 -2.98796 4.36731 -0.01 -0.02 0.02
F 5.99715 -6.27951 2.98066 -0.02 -0.08 -0.02
H -6.60578 -1.22676 -4.17763 -0.04 -0.03 0.06
H 0.35623 6.74392 -3.92279 -0.01 0.09 -0.07
H 1.92706 8.51980 -1.98285 -0.01 -0.05 0.05
H -4.32599 3.17265 2.22380 0.11 -0.01 0.10
H 4.13208 -4.68233 4.07441 -0.01 0.01 0.00
C -3.71591 4.04661 2.47980 0.03 0.01 -0.05
H 2.25102 6.80736 -2.27858 -0.03 0.00 0.00
O 7.23488 -8.79396 4.90701 0.01 0.00 -0.01
C 0.11485 9.06629 -4.90181 -0.03 0.04 0.01
H 2.49933 7.99389 -3.57462 -0.02 -0.05 -0.02
C 5.74865 -7.46308 3.54785 0.02 0.01 0.03
C -1.89174 -4.08096 -4.03839 -0.02 0.05 -0.02
H 1.07168 3.15573 -1.62288 0.98 -0.23 0.20
H 9.45788 -7.35589 5.62309 0.00 -0.01 0.02
C -2.47007 4.10114 1.60475 0.09 0.14 0.17
H 2.01676 1.86612 0.09623 0.12 0.19 0.06
C 0.57635 -3.04308 -2.49331 0.03 0.02 -0.19
H 3.12881 5.36454 1.80440 0.18 -0.14 -0.13
H -7.53853 -3.51908 -4.47345 0.04 0.00 -0.01
H 4.30019 -3.49107 2.77935 0.00 -0.04 -0.01
C 6.71115 -7.73460 4.72863 -0.04 0.03 -0.01
H 0.73331 -2.07052 -2.95966 -0.01 0.04 0.07
H -7.71281 -0.60432 -5.41005 -0.05 0.00 0.01
F -9.52975 0.06685 -1.22615 -0.02 -0.07 -0.02
C -1.37439 3.13903 2.09962 -0.17 -0.15 -0.11
C 3.68986 -3.79093 3.63014 0.02 0.10 0.00
F 5.85856 -8.41076 2.62563 -0.01 0.04 0.04
C -8.43035 -1.61372 -2.47809 -0.03 0.01 0.01
F -0.48436 11.31070 -4.31209 -0.01 -0.04 -0.05
C -0.59705 2.42021 0.96904 0.49 -0.35 0.39
C 0.43827 7.51133 -3.15453 0.08 -0.27 0.10
H 3.44088 2.35850 3.75354 -0.07 0.01 0.01
H 2.23623 -4.85649 2.43000 0.01 0.05 -0.04
H 1.88416 2.99701 4.28547 0.04 -0.04 -0.07
H -8.68846 -2.91128 -5.67299 0.02 0.03 -0.04
O 0.77551 8.46878 -5.70100 0.02 -0.01 0.00
H -2.72315 3.88228 0.56180 -0.05 0.03 0.10
C -7.57245 -1.37562 -4.65697 0.11 0.03 -0.09
H 9.25032 -5.60291 5.77270 0.01 0.01 0.03
F -2.65515 -2.51843 -5.68245 -0.02 -0.05 0.00
H 9.71991 -6.56463 7.18249 -0.01 0.00 -0.01